(1)
Below is C37H49GeN6SY as an isolated structure, with properties calculated with wB97M-V/def2-TZVPD.

ORCA input file:
```
! wB97M-V def2-TZVPD RIJCOSX def2/J DEFGRID3
* xyz 3 2
H 4.162 -2.486 0.197
N 1.998 -3.559 4.296
C -0.512 2.015 2.758
H -2.743 -2.923 -3.044
C 4.533 4.356 -1.644
H -0.121 4.018 -2.053
C 2.113 -3.812 5.616
H -2.084 2.365 -1.850
C 3.834 1.381 2.137
H 4.797 4.457 3.168
C -0.116 3.623 0.050
C -0.584 -3.010 -0.429
H 3.585 0.408 2.554
N 0.618 1.991 1.808
H -2.718 -3.211 -0.593
C 4.190 3.112 -1.172
C 1.535 -2.367 3.819
H 1.619 -0.239 -2.829
C -0.608 -2.744 -3.202
C 4.437 -1.501 0.569
H 1.482 3.922 -1.344
H 4.549 -0.291 -5.946
H 5.123 6.368 -1.141
C 3.665 -0.124 -2.186
C 4.300 -0.237 -4.895
H -0.997 2.983 0.140
C -1.804 -2.880 -2.505
H -0.565 -3.247 0.628
H 5.794 -0.063 -1.860
Ge 3.325 -0.083 -0.234
C 2.659 -0.192 -3.144
C 4.859 5.392 -0.756
H -2.391 1.361 -3.256
H -0.339 2.562 -3.629
H -1.673 0.629 3.905
H -0.460 4.653 0.140
C -3.076 0.143 -0.863
H 1.565 -3.013 -0.609
H -4.326 1.379 0.361
H 1.451 1.779 2.351
Y 0.405 0.035 0.055
H -3.867 0.310 -1.597
C -1.725 1.494 -2.400
C 5.312 -0.181 -3.946
N -1.755 0.304 -1.525
C -3.278 1.078 0.327
C 4.512 3.888 1.110
C 1.768 -2.845 6.514
H 5.465 -1.293 0.266
H 1.877 3.323 0.810
C -0.958 0.602 3.079
H 1.535 -2.750 -3.071
H -0.236 2.532 3.680
S 1.431 -2.179 2.136
C 4.526 3.647 2.502
H 1.845 -3.012 7.577
H 1.021 -0.816 6.632
C 0.857 3.317 1.192
H 4.562 4.537 -2.711
N 0.612 2.048 -1.798
H -1.338 2.570 2.309
H -1.673 -0.496 -2.154
C 4.998 -0.120 -2.595
H -2.705 1.995 0.186
H -0.616 -2.669 -4.282
H 4.391 -1.498 1.655
H 1.553 1.930 -2.168
C 4.860 5.156 0.593
H 5.147 5.938 1.286
C 0.621 -2.879 -1.131
C 1.309 -1.635 5.982
H 0.793 4.091 1.961
H -1.630 -1.016 2.083
C 4.211 2.407 3.008
H 6.350 -0.188 -4.251
N -1.570 -0.022 1.881
H -3.149 -0.892 -0.527
H 2.184 -0.283 -5.240
H 0.039 0.855 -3.435
H 2.248 -4.270 3.620
C 2.971 -0.240 -4.497
C -1.792 -3.026 -1.122
C -0.317 1.743 -2.907
H -3.661 -0.375 1.843
C 3.826 1.556 0.757
H -0.105 0.001 3.399
C 0.492 3.462 -1.340
H 3.955 2.322 -1.870
N 1.197 -1.404 4.682
H 2.482 -4.787 5.905
C -2.972 0.456 1.683
H 4.261 2.220 4.073
C 4.165 2.834 0.212
C 0.604 -2.765 -2.521
H -3.200 1.200 2.447
*
```

Calculated values
LUMO (alpha / beta)	-8.19 / -10.29	eV
calculated total energy	-116478.0661	eV
relative energy (zero: lowest compared OMol25 entry of this formula, charge and spin)	1.121	eV
<S²>	0.763

(2)
Below is a 10-piece molecular cluster, C37H50ClIN11O6PSi overall, with properties calculated with wB97M-V/def2-TZVPD.

ORCA input file:
```
! wB97M-V def2-TZVPD RIJCOSX def2/J DEFGRID3
* xyz 0 1
N 3.122 5.561 3.592
N -4.854 0.259 -4.632
C -5.270 -0.625 -5.233
C -5.781 -1.756 -5.990
C -0.910 1.356 -1.075
H 0.061 1.918 2.790
H 5.996 -4.114 4.560
C -1.635 -3.519 4.783
N -1.526 -3.063 -9.882
H 1.814 3.786 0.082
C -6.448 3.049 -3.255
H 4.725 -2.013 1.875
C -0.834 -2.149 -9.938
H 0.885 4.830 -2.759
H -2.833 -5.150 5.330
H -5.920 -2.609 -5.329
H 6.064 0.724 1.649
N 7.088 -1.976 2.540
H -1.969 -2.277 1.306
C 0.192 -3.269 -3.934
C 0.049 -0.994 -10.005
C 2.271 5.358 4.336
H -1.380 -1.064 -4.854
Si 3.709 0.158 1.604
N 2.806 -3.935 4.713
H 0.924 5.967 5.818
C -0.351 -4.398 -4.678
C -1.392 0.676 1.304
H -1.504 -3.388 0.008
H -3.614 -3.562 5.466
H 7.462 -3.430 5.301
C -1.454 1.172 -3.696
C -7.714 3.574 -3.744
C 6.540 -3.196 4.772
H 2.771 -0.011 -0.708
C 0.690 2.535 2.159
O -1.930 2.410 4.894
H 1.004 -2.542 6.883
C 2.107 2.145 2.541
H -6.387 1.982 -3.454
H -5.071 -2.018 -6.774
H 3.621 -1.649 3.255
H -0.151 -0.344 -9.155
C -2.932 -4.169 4.872
H 0.527 3.589 2.397
H 1.087 -1.320 -9.971
O -1.890 -0.661 -5.575
C 2.082 3.509 -3.813
H -6.366 3.222 -2.183
C -2.158 0.423 -2.733
C -1.240 0.162 5.340
H -1.144 0.483 6.372
O 2.282 0.775 2.213
H -0.483 -5.248 -4.011
H 4.124 1.101 -0.635
H 2.172 2.249 3.626
N -8.716 3.980 -4.131
O -2.498 0.793 3.411
H 0.332 -4.673 -5.478
H -2.924 -2.341 -0.190
H -1.817 -0.751 5.259
H -5.621 3.544 -3.760
H -2.955 -0.238 -3.051
O 1.641 3.766 -4.882
C -2.347 -2.930 0.521
C 0.363 2.337 0.710
C 1.064 3.082 -0.262
C 1.181 5.069 5.259
N -0.510 2.010 -3.357
H -0.723 0.029 1.873
H -0.251 -0.004 4.914
C 3.750 0.149 -0.256
C -0.218 2.128 -2.032
H 1.488 4.292 5.956
H -0.124 -0.445 -10.929
C -0.626 1.490 0.306
H 5.917 -2.560 5.398
H 2.944 -2.152 1.693
H 2.440 -1.517 6.686
C -1.903 1.257 4.575
Cl 3.598 2.607 -3.681
C 2.306 -3.125 5.354
H 1.107 -1.426 5.513
I -0.076 1.728 -6.800
H -1.312 -4.129 -5.112
C 0.793 3.019 -1.594
C 3.761 -1.619 2.177
N -0.622 -2.993 4.648
H 5.414 0.831 3.296
N -1.899 0.503 -1.462
H 5.158 2.133 2.133
C 5.214 1.050 2.248
H 0.304 4.728 4.711
O -2.623 2.609 2.040
H -6.735 -1.494 -6.443
H -3.330 -4.277 3.864
H 4.436 -0.630 -0.584
C -2.211 1.512 2.236
P -1.980 0.970 -5.454
C 1.678 -2.089 6.159
H -2.102 0.022 0.801
C -3.187 -3.959 1.114
H 2.358 4.364 -1.918
H 2.823 2.808 2.051
C 1.524 3.985 -2.504
N 0.620 -2.377 -3.352
N -3.853 -4.766 1.587
C 6.846 -2.509 3.527
*
```

Calculated values
LUMO	-0.79	eV
calculated total energy	-105646.9553	eV
structure (SMILES)	CC(=O)OC(=O)Cc1c(CCO[Si](C)(C)C)cc(CC(=O)Cl)c2nc(P(O)I)cnc12.CC#N.CC#N.CC#N.CC#N.CC#N.CC#N.CC#N.CC#N.CC#N

(3)
Below is C37H50F3IrN4O3P2S2Si2 as an isolated structure, with properties calculated with wB97M-V/def2-TZVPD.

ORCA input file:
```
! wB97M-V def2-TZVPD RIJCOSX def2/J DEFGRID3
* xyz 0 1
H 0.744 0.270 -2.386
H -2.048 1.166 -3.819
Ir -0.974 -0.861 -0.311
H -3.133 -2.006 4.941
H 4.565 -0.830 -0.759
H -2.095 4.555 0.843
S -2.968 -1.659 -2.194
C 4.326 -2.897 2.444
C 0.219 5.365 -2.658
C 2.402 -0.838 5.678
H -4.050 0.434 3.105
H 1.264 -5.040 0.912
C 1.307 0.829 4.339
F -3.416 0.466 -0.759
H 3.040 -1.099 6.513
P 1.685 -0.853 0.060
H 3.341 -3.342 -1.181
C -1.996 1.585 -4.815
H -2.257 -3.953 1.990
C -2.226 -1.717 4.401
H -1.410 0.910 -5.444
H -0.351 -3.002 -3.218
H 2.807 -4.800 -2.014
H -1.159 6.576 -4.677
H -1.378 -4.067 -2.245
N -1.364 2.892 -4.775
H 4.570 -3.925 2.678
C 4.693 -0.542 2.756
C 0.472 -4.957 0.164
C 4.572 -0.062 -2.757
H -3.836 -3.711 2.740
C -4.170 -0.442 2.463
H -3.102 4.998 3.067
C -1.221 2.699 1.444
H 5.222 0.270 3.239
C -2.343 3.189 3.936
C 2.581 -0.341 -1.432
H 2.596 -3.217 -2.767
C -1.085 3.463 -6.081
C 1.047 -1.507 3.811
C 5.019 -1.860 3.049
H 4.289 0.732 -4.728
F -4.452 0.473 -2.669
N 0.655 -2.064 -0.366
H -1.984 3.870 -6.552
H 2.754 -3.431 1.093
H -0.456 -4.716 0.688
C -1.050 1.778 2.474
Si 0.812 -3.632 -1.117
N -1.315 -0.946 1.686
F -5.179 -0.767 -1.053
C 0.756 -0.172 3.542
H 1.039 4.697 -2.410
Si -2.682 -1.576 2.582
H 0.347 -5.937 -0.303
C 0.563 0.333 0.546
H 0.618 6.316 -3.013
C -0.351 -3.869 -2.556
C 3.309 -2.618 1.541
N -0.584 4.793 -3.727
C 3.689 -0.262 1.843
C 3.960 -0.443 -1.570
H -0.340 4.248 -5.996
O -3.648 -2.358 -3.232
C 1.818 0.157 -2.489
C 2.995 -1.303 1.225
H 0.628 -2.279 3.176
H -2.775 3.381 4.910
C -1.962 3.852 1.656
H -3.592 -3.313 1.031
C 1.864 -1.840 4.879
P -0.220 0.220 2.076
H -0.005 -4.731 -3.133
H -1.475 -2.488 4.579
S -0.831 2.629 -2.170
H -1.468 1.335 4.542
C -3.129 -3.296 2.015
C -4.087 -0.299 -1.653
C -1.617 5.723 -4.175
H -3.000 1.669 -5.238
H -5.071 -0.972 2.783
C -0.948 3.457 -3.617
H 3.435 0.766 1.608
C 2.432 0.542 -3.668
H 2.552 1.275 6.024
C 2.557 -3.754 -1.815
C -2.525 4.097 2.900
H -1.864 -0.791 4.849
O -1.766 -0.913 -2.594
H -2.192 6.092 -3.317
H 2.085 -2.879 5.086
H 1.090 1.870 4.130
H 5.646 -0.150 -2.859
H -0.369 5.537 -1.750
O -2.702 -2.345 -0.922
H -4.338 -0.085 1.446
H 1.830 0.937 -4.478
C 2.128 0.494 5.405
C 3.810 0.431 -3.805
H -0.762 2.509 0.482
H 5.808 -2.076 3.759
H -2.309 5.245 -4.860
H -0.700 2.673 -6.729
C -1.610 2.032 3.725
*
```

Calculated values
LUMO	0.18	eV
calculated total energy	-118281.2553	eV
relative energy (zero: lowest compared OMol25 entry of this formula, charge and spin)	1.051	eV

(4)
Below is C37H50Ge2N3OPdS2 as an isolated structure, with properties calculated with wB97M-V/def2-TZVPD.

ORCA input file:
```
! wB97M-V def2-TZVPD RIJCOSX def2/J DEFGRID3
* xyz 2 4
C 2.187 4.277 -1.817
H -1.867 -4.357 0.034
H 6.074 -0.810 -1.672
C -3.880 1.219 -4.142
H -1.402 -2.533 -4.464
H -5.767 2.238 -4.133
Ge -1.793 -0.433 -0.875
H -1.150 3.025 -0.347
H -3.720 -2.524 0.429
H 0.173 0.544 3.849
H -4.616 -2.791 2.696
C 1.355 -1.944 3.581
C -3.608 -1.065 3.476
H 0.904 3.902 -4.066
H 2.735 -3.434 -1.398
C 2.062 0.597 2.814
H -3.782 -4.122 -3.108
H -0.969 5.180 -1.274
Pd 0.489 0.370 -0.545
C -0.196 -3.440 4.607
N 0.659 2.427 -1.212
C 0.271 3.894 -3.179
H 0.442 5.486 -0.264
C 1.142 2.459 3.994
C -1.121 -3.907 -0.617
N 0.862 4.767 -2.172
C 4.317 -0.828 -2.947
H 3.987 0.877 1.901
H -0.704 4.293 -3.457
H 0.294 3.331 0.636
C -0.115 3.370 -0.377
H 4.231 0.174 -3.366
H 4.626 -0.122 -0.936
H -4.017 -1.180 4.471
C -3.423 -1.823 1.200
C -2.551 -0.775 0.901
H -4.535 0.625 -0.368
C 0.495 -3.324 5.802
C -3.788 -3.237 -2.465
H 2.945 -1.195 4.832
H -2.524 0.720 3.962
C 4.994 -0.920 -1.586
H -3.711 1.372 -5.200
H 2.814 4.286 -2.708
C 0.010 4.798 -0.990
C -2.223 0.131 1.918
S 1.960 -1.053 2.158
H 0.357 2.898 4.596
O 1.864 -0.216 -2.193
H 0.695 1.726 -3.185
C 0.236 -2.753 3.477
C -3.162 0.337 -2.014
C 4.593 -2.289 -1.042
C -3.942 -1.972 2.479
C 2.269 3.209 3.662
S 2.632 -1.428 -2.719
H -0.546 -4.693 -1.114
H -4.219 -2.403 -3.017
H 4.172 3.229 2.671
H 2.627 4.959 -1.090
C -5.037 1.704 -3.541
C -4.339 0.800 -1.419
C 1.034 1.145 3.574
N 0.786 -1.117 1.052
H -4.395 -3.444 -1.587
H 2.169 -2.435 6.815
H 2.637 2.104 -1.810
C -2.759 -0.005 3.192
H -1.071 -4.072 4.543
C 0.131 2.456 -2.608
H 0.159 -3.868 6.675
C -2.945 0.536 -3.383
H -0.126 -3.434 -3.610
H -0.293 -2.867 2.541
H 2.495 -1.948 -0.460
C 1.628 -2.520 5.883
Ge -1.957 -2.850 -2.012
C 2.067 -1.826 4.770
H 5.112 -3.071 -1.598
H 2.449 2.810 -0.194
H -0.437 -3.296 -0.026
C 3.189 1.332 2.476
H -0.208 -1.673 -3.468
H 4.848 -2.413 0.010
H -2.045 0.156 -3.856
H -6.171 1.864 -1.726
H -0.913 2.148 -2.572
H -0.117 -1.072 1.532
C -5.265 1.495 -2.187
H 4.784 -1.482 -3.686
C 2.087 2.840 -1.226
H 2.353 4.231 4.005
C 3.291 2.649 2.910
C 3.082 -2.412 -1.255
H -1.559 0.967 1.711
C -0.806 -2.581 -3.554
*
```

Calculated values
LUMO (alpha / beta)	-4.31 / -7.80	eV
calculated total energy	-183863.6921	eV
<S²>	3.760

> calculated total energy of number 2 (C37H50ClIN11O6PSi)?

-105646.9553 eV

> Among the records above, which one has the lowest calculated total energy?

C37H50Ge2N3OPdS2

> The lowest calculated total energy belongs to which entry?

C37H50Ge2N3OPdS2

> Which value of calculated total energy does entry 2 give?

-105646.9553 eV